{"formula": "C2H2ClNO2", "method": "wB97M-V/def2-TZVPD", "smiles": "C#[N+][O-].O=CCl", "relative_energy_kj_mol": 321.77, "homo_lumo_gap_ev": 10.138, "homo_ev": -9.85, "total_energy_ha": -742.71401, "elements": ["C", "C", "N", "O", "O", "Cl", "H", "H"], "coordinates": [[0.0752, -2.2942, -0.5883], [-0.2693, 1.2198, -0.2227], [-0.5747, 1.2105, 0.9019], [0.8808, -1.5039, -0.2160], [-1.0171, 1.5796, 1.9511], [-1.1896, -1.8347, -1.6510], [0.3155, 0.8128, -1.0257], [0.0010, -3.2991, -0.2989]]}

{"formula": "C2H2ClNO3S", "method": "wB97M-V/def2-TZVPD", "smiles": "NC(=O)OS(=O)#CCl", "relative_energy_kj_mol": 227.65, "homo_lumo_gap_ev": [7.378, 7.378], "homo_ev": [-8.93, -8.93], "total_energy_ha": -1216.11700, "elements": ["C", "C", "N", "O", "O", "O", "S", "Cl", "H", "H"], "coordinates": [[1.0452, -0.6157, 0.5925], [4.2411, 0.4888, -0.6708], [-0.0503, 0.0122, 0.2506], [1.1658, -1.2589, 1.5726], [3.5870, -2.2271, -0.9743], [1.9828, -0.3984, -0.3723], [3.4842, -1.1851, 0.0054], [4.4649, 1.5758, 0.4718], [0.2181, 0.8028, -0.4331], [-0.9455, 0.2358, 0.7724]]}

> Number 1 is which compound?

C2H2ClNO2

> Number 1 is which compound?

C2H2ClNO2